Record 1
Here is the ion C27H33FN4O6P with charge +1 in a non-equilibrium geometry from the Open Molecules 2025 dataset. Energies are from ωB97M-V/def2-TZVPD.

Cartesian coordinates (Å):
C  -2.5474  4.6381  1.0342
C  -3.6886  4.6931  -0.0870
O  -3.7210  3.4288  -0.8013
C  -2.8638  3.6069  -1.9456
C  -2.4303  2.2590  -2.6356
C  -1.2588  1.5082  -1.9018
C  0.1788  2.0855  -1.9406
N  0.2801  3.3415  -2.6668
C  1.3418  1.4402  -1.2820
P  3.0014  2.2725  -1.4622
N  3.1513  3.4066  -2.5553
C  1.0786  0.1531  -0.5146
C  2.1182  -0.6046  0.2521
C  3.6302  -0.1597  0.3695
C  4.5639  -0.9051  -0.4603
C  6.0121  -0.5938  -0.3908
C  6.2888  0.4919  0.5771
C  5.1805  1.1300  1.2823
N  3.8244  0.8797  1.2501
N  1.8431  -1.7984  0.9425
C  2.8360  -2.5464  1.7389
C  3.3153  -3.8023  0.8746
O  3.8481  -4.6780  1.4799
F  3.0899  -3.8964  -0.4866
C  0.5389  -2.3735  0.9031
C  0.1235  -3.7256  1.5767
C  -0.4752  -4.7176  0.4419
C  0.5591  -5.9231  0.2976
O  0.7555  -6.6562  1.2495
O  1.2877  -6.1532  -0.8626
C  -0.5587  -1.6903  0.1836
C  -0.3135  -0.3969  -0.5266
C  -1.5014  0.2428  -1.2073
C  -2.9317  -0.4333  -1.1500
C  -3.5043  -0.1054  0.2926
O  -4.8338  -0.6332  0.5089
C  -4.9304  -1.0837  1.8512
C  -4.5353  -0.2095  3.0926
O  -5.3001  -2.2159  2.0520
H  -1.6018  4.3314  0.4781
H  -2.3463  5.6363  1.5051
H  -2.7878  3.8147  1.7568
H  -4.6530  4.8825  0.4707
H  -3.5411  5.5761  -0.7700
H  -2.0197  4.2888  -1.6544
H  -3.4728  4.1818  -2.7203
H  -3.3537  1.6385  -2.7703
H  -2.0882  2.5336  -3.6834
H  -0.0279  4.1273  -2.0963
H  -0.1969  3.2881  -3.5655
H  3.9316  1.2335  -1.8260
H  3.3400  2.8325  -0.1901
H  3.4305  4.2593  -2.0480
H  4.1956  -1.7101  -1.1472
H  6.7789  -1.1419  -0.9872
H  7.3421  0.8223  0.7651
H  5.4690  1.9750  1.9774
H  3.7212  -1.9649  2.0984
H  2.4036  -3.0124  2.6760
H  -0.7416  -3.5595  2.2897
H  0.9430  -4.3050  2.0693
H  -1.4326  -5.1819  0.7919
H  -0.5201  -4.2436  -0.5735
H  1.3022  -7.1170  -1.0508
H  -1.5904  -2.1399  0.1898
H  -3.6012  -0.1160  -1.9891
H  -2.8342  -1.5610  -1.2423
H  -2.8185  -0.6137  1.0368
H  -3.4738  0.9987  0.5146
H  -5.4002  0.2918  3.6015
H  -3.7512  0.5787  2.8693
H  -4.0575  -0.8993  3.8502

Computed properties:
electronic energy: -58772.90283 eV
SMILES string: CCOCCc1c(N)c([PH2]=N)c2c(-c3ccccn3)[n+](CC(=O)F)c(CCC(=O)O)cc2c1CCOC(C)=O
net charge: +1
Kohn-Sham gap: 6.048 eV

---

Record 2
Here is a structure of composition C26H32CdNO4S2 in a non-equilibrium geometry from the Open Molecules 2025 dataset. Energies are from ωB97M-V/def2-TZVPD.

Cartesian coordinates (Å):
O  1.7813  0.6884  -3.7670
C  1.8117  1.7819  -4.7717
C  1.2116  0.9238  -5.8760
H  2.8272  2.0793  -5.0372
H  1.2074  2.6508  -4.5128
C  1.3555  -0.2293  -4.8279
H  1.8060  0.7266  -6.7780
H  0.1695  1.0636  -6.1124
C  2.3940  -1.1658  -5.3869
H  3.3595  -0.6654  -5.5165
H  2.0569  -1.4229  -6.4004
H  2.4477  -2.1001  -4.8289
C  0.0456  -0.9703  -4.6132
H  -0.7948  -0.3224  -4.3108
H  0.1543  -1.8155  -3.9222
H  -0.2511  -1.4065  -5.5676
Cd  3.1326  0.0679  0.1266
C  -3.4117  -0.6984  2.4922
C  -3.4087  0.7161  2.3035
C  -4.2527  1.0075  1.2081
H  -2.8982  1.4585  2.9007
C  -4.7458  -0.2235  0.6734
C  -4.2649  -1.2790  1.5047
H  -4.4792  -2.3354  1.3793
H  -2.8226  -1.2325  3.2578
H  -4.5002  2.0133  0.8796
H  -5.3802  -0.3340  -0.2007
C  1.7242  -2.0899  2.9692
C  0.7407  -1.9249  1.9419
C  1.3583  -2.3435  0.7248
H  -0.2552  -1.5189  2.0550
C  2.7325  -2.6920  0.9770
C  2.9352  -2.5813  2.3895
H  3.8464  -2.8267  2.9301
H  1.5174  -1.9352  4.0371
H  0.8398  -2.3654  -0.2537
H  3.4628  -3.0999  0.2710
O  -1.6554  1.8638  -0.5670
C  -1.8148  0.4949  -1.0475
C  -2.4908  0.5503  -2.4432
H  -2.2725  -0.1644  -0.2869
H  -0.7790  0.1057  -1.1736
C  -2.0827  1.9587  -2.9617
H  -3.5730  0.4773  -2.3177
H  -2.1652  -0.3135  -3.0232
C  -1.6114  2.7261  -1.6853
H  -2.9068  2.4656  -3.4822
H  -1.2297  1.8595  -3.6383
H  -2.2461  3.5837  -1.3905
H  -0.5800  3.1074  -1.8433
O  4.5515  1.4932  4.0378
S  3.6520  0.3859  3.9456
O  4.1281  -0.9472  4.2066
N  2.8273  0.4908  2.4188
C  1.5640  0.8926  2.5923
S  0.6667  1.0843  1.1717
C  1.0664  0.8015  3.9394
C  -0.2739  0.6200  4.3133
C  -0.6212  0.1167  5.5829
C  0.4265  -0.1327  6.5032
C  1.7691  0.1149  6.1432
C  2.0906  0.5239  4.8490
H  -1.0677  0.8426  3.5955
H  -1.6505  -0.1043  5.8816
H  0.2117  -0.5353  7.5017
H  2.6140  0.0386  6.8401

Computed properties:
electronic energy: -63389.88700 eV
net charge: -1
Kohn-Sham gap (alpha / beta): 2.601 / 2.597 eV

---

Record 3
Here is a cluster of 6 separate species, C27H64F6N7O3P in total in a non-equilibrium geometry from the Open Molecules 2025 dataset. Energies are from ωB97M-V/def2-TZVPD.

Cartesian coordinates (Å):
C  -0.3658  2.5847  4.6418
N  -1.7285  2.5625  4.0284
C  -2.3454  1.1749  3.8417
C  -2.7142  3.3079  4.8829
C  -1.6288  3.1666  2.6395
C  -1.2771  4.6198  2.5403
O  -0.0143  4.9277  3.0934
H  -0.3418  1.9644  5.5359
H  -0.1864  3.6067  4.9572
H  0.3593  2.2581  3.9047
H  -1.6904  0.6479  3.1529
H  -3.3583  1.3846  3.5165
H  -2.3915  0.7132  4.8247
H  -2.6897  2.7802  5.8411
H  -3.7431  3.1617  4.5668
H  -2.3939  4.3310  5.0404
H  -2.5852  2.9985  2.1310
H  -1.0215  2.4152  2.1224
H  -2.0475  5.2980  2.9141
H  -1.2123  4.8122  1.4582
H  0.2006  5.8522  2.9307
C  -1.3889  3.6374  -1.2887
N  -1.3370  2.4902  -2.2306
C  -1.0249  3.0013  -3.6091
C  -0.2804  1.5183  -1.7867
C  -2.7364  1.8519  -2.2308
C  -3.0034  0.7567  -3.2550
O  -2.0731  -0.2940  -3.1203
H  -1.6487  3.3284  -0.2828
H  -2.0649  4.4237  -1.6301
H  -0.4300  4.1571  -1.3309
H  -1.0020  2.1361  -4.2650
H  0.0143  3.3359  -3.6049
H  -1.7149  3.8053  -3.8382
H  -0.6946  0.8450  -1.0433
H  0.5992  2.0678  -1.4678
H  -0.0222  0.8738  -2.6222
H  -3.3964  2.7084  -2.3472
H  -2.8307  1.4467  -1.2216
H  -2.9622  1.2452  -4.2309
H  -4.0041  0.3810  -3.0362
H  -2.1501  -0.9002  -3.8646
C  2.1149  -2.8996  -2.4070
N  1.6974  -4.0246  -1.5101
C  0.4353  -3.6758  -0.7962
C  1.4987  -5.2630  -2.3128
C  2.7886  -4.2789  -0.4873
C  2.4496  -5.0325  0.7712
O  2.0787  -6.3717  0.4541
H  2.4649  -2.0689  -1.8016
H  1.2298  -2.6208  -2.9708
H  2.9373  -3.2618  -3.0177
H  -0.3296  -3.3433  -1.4894
H  0.7004  -2.9443  -0.0329
H  0.0673  -4.5329  -0.2336
H  2.4112  -5.5920  -2.8000
H  0.6665  -5.1574  -3.0080
H  1.1932  -6.0495  -1.6232
H  3.1475  -3.2932  -0.1747
H  3.6568  -4.6768  -1.0132
H  1.7275  -4.5280  1.4155
H  3.4059  -5.0588  1.3059
H  1.9988  -6.8463  1.2898
C  4.9910  3.2789  -0.4844
C  3.5359  2.9210  -0.7927
N  2.8414  4.0307  -1.4544
C  2.2069  5.0677  -0.7991
C  1.8468  5.9676  -1.7456
N  2.3479  5.5311  -2.9441
C  2.8948  4.3320  -2.7472
C  2.1845  6.1813  -4.2539
H  5.1306  3.9387  0.3709
H  5.4301  3.8736  -1.2963
H  5.6231  2.3957  -0.4482
H  3.0297  2.6242  0.1238
H  3.5689  2.0735  -1.4762
H  2.0375  4.9675  0.2600
H  1.3217  6.9058  -1.6760
H  3.4925  3.8006  -3.4722
H  1.4410  5.6236  -4.8204
H  3.1311  6.1718  -4.7864
H  1.8374  7.1992  -4.1111
C  -1.7080  -7.6498  -0.2677
C  -2.9436  -6.8640  0.1309
N  -2.5640  -5.5394  0.6791
C  -2.8441  -4.3291  0.1029
C  -2.3568  -3.3488  0.9087
N  -1.8413  -3.9968  2.0074
C  -2.0347  -5.3017  1.8808
C  -1.0748  -3.3512  3.0713
H  -2.0166  -8.5491  -0.7984
H  -1.0949  -7.9913  0.5692
H  -1.0336  -7.0490  -0.8799
H  -3.5394  -7.3724  0.8856
H  -3.5512  -6.6715  -0.7493
H  -3.3799  -4.2440  -0.8272
H  -2.3507  -2.2793  0.8125
H  -1.8285  -6.0592  2.6198
H  -1.0131  -4.0238  3.9223
H  -1.5208  -2.3991  3.3437
H  -0.0661  -3.1102  2.7370
P  1.3053  -0.4119  1.5472
F  -0.2206  -0.9039  1.1091
F  0.6959  -0.1303  3.0132
F  1.7820  -1.8777  1.9235
F  2.6921  0.2720  1.9149
F  1.7980  -0.6694  0.0111
F  0.8028  1.1023  1.0706

Computed properties:
electronic energy: -71174.75382 eV
net charge: +4
Kohn-Sham gap: 10.638 eV

---

Record 4
Here is an isolated molecule of C4H6NO2P in a non-equilibrium geometry from the Open Molecules 2025 dataset. Energies are from ωB97M-V/def2-TZVPD.

Cartesian coordinates (Å):
C  2.0283  0.0935  -0.0577
C  0.7645  0.8201  0.0457
C  -0.3252  -0.0506  -0.4544
C  -0.1157  -1.4333  0.0992
N  3.4376  0.4407  -0.0071
O  3.8318  1.5326  0.3047
O  4.1604  -0.5173  -0.3027
P  1.6696  -1.7195  0.1089
H  0.6154  1.2675  0.9809
H  0.7796  1.6600  -0.7039
H  -1.3073  0.4401  -0.3798
H  -0.2142  0.0808  -1.5812
H  -0.4267  -1.6869  1.2130
H  -0.6563  -2.1887  -0.5028

Computed properties:
electronic energy: -19114.08190 eV
SMILES string: O=[N+]([O-])C1=PCCC1
Kohn-Sham gap (alpha / beta): 7.846 / 7.846 eV

---

Record 5
Here is a structure of composition C33H36Cl4N2O4 in a non-equilibrium geometry from the Open Molecules 2025 dataset. Energies are from ωB97M-V/def2-TZVPD.

Cartesian coordinates (Å):
C  0.7846  -3.0637  2.8695
Cl  0.0552  -1.9904  1.6695
Cl  2.5085  -3.0357  2.6070
Cl  0.4141  -2.4858  4.4887
Cl  0.1018  -4.5947  2.6296
C  -1.0900  0.6636  4.9270
N  -1.4806  0.8497  3.4664
O  -1.7036  1.9872  3.1252
O  -1.5845  -0.0912  2.7006
H  -0.1769  1.2349  5.0944
H  -1.0599  -0.4188  5.0515
H  -1.9137  1.0370  5.5355
C  -0.4077  0.3931  0.8719
N  -0.4037  0.2601  -0.6447
O  0.5357  -0.2242  -1.1741
O  -1.3666  0.7130  -1.2733
H  -1.4262  0.1568  1.1800
H  -0.2019  1.4075  1.2134
H  0.2842  -0.2826  1.3748
C  -1.1719  1.4754  -5.6448
C  -1.2502  2.6797  -4.9761
C  -1.6485  2.7226  -3.6452
C  -1.7369  1.5359  -2.8877
C  -1.8881  0.3832  -3.5974
C  -1.4806  0.3149  -4.9527
H  -0.8827  1.3921  -6.6820
H  -1.1770  3.5859  -5.5590
H  -1.7797  3.6765  -3.1562
H  -2.0530  1.4663  -1.8573
H  -2.3041  -0.5366  -3.2134
H  -1.2939  -0.5349  -5.5925
C  0.0037  2.8801  -0.8661
C  1.2440  2.9468  -0.1706
C  1.4480  3.7785  0.9542
C  0.3217  4.4861  1.4649
C  -0.9220  4.2559  0.8842
C  -1.0729  3.4295  -0.2580
H  -0.0427  2.3588  -1.8108
H  2.0229  2.5073  -0.7760
H  2.4754  4.0614  1.1296
H  0.4231  5.1339  2.3231
H  -1.7792  4.5736  1.4593
H  -2.0705  3.2555  -0.6334
C  -5.4977  -1.2989  0.1877
C  -4.7588  -0.0969  0.2922
C  -3.3960  -0.0611  0.0568
C  -2.7281  -1.2148  -0.2643
C  -3.4363  -2.3875  -0.4200
C  -4.7909  -2.4650  -0.2110
H  -6.5738  -1.3693  0.2475
H  -5.2624  0.8226  0.5516
H  -2.8695  0.8710  -0.0859
H  -1.6613  -1.2129  -0.4328
H  -2.6561  -3.0620  -0.7406
H  -5.3723  -3.3308  -0.4915
C  3.3015  -3.4632  -0.3480
C  3.1107  -2.2581  -0.9744
C  1.8596  -1.9247  -1.4047
C  0.7952  -2.7554  -1.2882
C  1.0088  -3.9736  -0.6206
C  2.2552  -4.3537  -0.1293
H  4.1508  -3.7308  0.2631
H  3.8983  -1.5497  -1.1847
H  1.7029  -0.9402  -1.8203
H  -0.1861  -2.5393  -1.6840
H  0.1511  -4.6064  -0.4463
H  2.3957  -5.2340  0.4805
C  4.0082  -0.7448  2.3146
C  5.2115  -0.7147  1.7060
C  5.3548  -0.0988  0.4576
C  4.2291  0.3397  -0.1808
C  2.9348  0.2532  0.3928
C  2.8530  -0.2992  1.6856
H  3.9379  -1.1622  3.3082
H  6.0883  -0.9618  2.2861
H  6.3104  0.0081  -0.0341
H  4.3721  0.8294  -1.1327
H  2.1163  0.6956  -0.1556
H  1.8895  -0.3536  2.1705

Computed properties:
electronic energy: -96046.62511 eV
Kohn-Sham gap: 7.839 eV

---

Record 6
Here is an isolated molecule of C18H18O4 in a non-equilibrium geometry from the Open Molecules 2025 dataset. Energies are from ωB97M-V/def2-TZVPD.

Cartesian coordinates (Å):
O  1.3639  0.2797  0.9050
O  -2.6284  0.1222  0.3665
O  -2.3327  1.6494  -1.7202
O  2.2142  3.4471  -2.3179
C  0.8699  0.9333  -0.0067
C  -1.4430  -0.1894  0.1760
C  1.7722  1.7376  -0.7218
C  -0.5366  0.7779  -0.4031
C  1.3522  2.6025  -1.6585
C  -1.0100  1.6809  -1.3786
C  -0.9268  -1.4513  0.7586
C  -1.5885  -2.1750  1.7369
C  0.0642  -5.6111  3.8578
C  -1.2979  -5.3740  3.8504
C  0.9115  -4.7310  3.1142
C  -1.8325  -4.2539  3.1618
C  0.3509  -3.6435  2.4399
C  -1.0350  -3.3644  2.4551
C  3.3510  2.8090  -2.9206
C  -0.4069  2.9926  -3.4131
C  -0.5736  4.0431  -1.1119
C  -0.1289  2.7874  -1.9081
H  -2.7911  1.1366  -1.0095
H  2.7880  1.6846  -0.4423
H  0.0230  -1.8004  0.4632
H  -2.5693  -1.8473  2.0527
H  0.4481  -6.4449  4.4449
H  -1.9580  -6.0433  4.3775
H  1.9795  -4.9065  3.0456
H  -2.9163  -4.1127  3.2076
H  0.9937  -2.9370  1.9329
H  3.7714  3.5239  -3.6260
H  3.1023  1.9145  -3.4776
H  4.1541  2.5847  -2.2002
H  0.0878  3.8964  -3.7943
H  -1.4896  3.1156  -3.5572
H  -0.0975  2.1238  -3.9615
H  -0.5309  3.7884  -0.0438
H  -1.6003  4.3591  -1.3720
H  0.0959  4.8949  -1.3014

Computed properties:
electronic energy: -27146.42944 eV
SMILES string: COC1=CC(=O)C(C(=O)/C=C/c2ccccc2)=C(O)C1(C)C
Kohn-Sham gap: 8.209 eV

---

Record 7
Here is a structure of composition C6H7N in a non-equilibrium geometry from the Open Molecules 2025 dataset. Energies are from ωB97M-V/def2-TZVPD.

Cartesian coordinates (Å):
C  -0.1458  1.0452  2.1378
C  -1.4810  -0.9399  -0.3705
C  -1.0217  0.2651  -0.8062
C  -0.0814  -1.3929  0.1449
C  0.2942  0.0496  -0.2736
C  1.5064  0.7459  -0.7622
N  -0.3040  1.5120  3.1688
H  -2.5018  -1.3951  -0.1726
H  -1.3460  1.2372  -1.1364
H  -0.1573  -1.4019  1.1903
H  0.2306  -2.2682  -0.3903
H  2.3447  0.0446  -0.8140
H  1.5686  1.5635  -0.1813
H  1.0946  0.9347  -1.7347

Computed properties:
electronic energy: -7819.47616 eV
Kohn-Sham gap (alpha / beta): 7.613 / 7.612 eV

---

Record 8
Here is a cluster of 3 separate species, C24H36BrClFNO6 in total in a non-equilibrium geometry from the Open Molecules 2025 dataset. Energies are from ωB97M-V/def2-TZVPD.

Cartesian coordinates (Å):
C  0.4371  -4.2136  -1.1117
N  -0.6506  -3.4228  -1.6704
C  -0.9577  -2.2317  -0.8972
C  -0.7241  -0.8876  -1.6027
Br  -1.2492  0.4302  -0.1733
O  -1.6083  -0.5062  -2.6127
C  -2.0839  -1.3230  -3.6392
Cl  -0.8488  -2.1183  -4.6739
C  -3.1705  -2.3117  -3.1986
C  -4.5167  -1.6170  -3.2560
C  -5.3410  -1.7361  -4.3735
C  -6.5521  -1.0526  -4.4181
C  -6.9262  -0.2460  -3.3445
C  -6.1130  -0.1230  -2.2222
C  -4.9057  -0.8090  -2.1766
C  0.7922  -0.5704  -1.9109
C  1.6025  -0.2243  -0.6626
F  0.7768  0.5331  -2.7278
O  1.3900  -1.6596  -2.5365
C  2.1343  -1.4222  -3.7299
C  2.4053  -2.8250  -4.3041
C  3.4384  -0.6690  -3.4832
H  0.6233  -5.0609  -1.7663
H  0.2121  -4.6116  -0.1173
H  1.3485  -3.6297  -1.0776
H  -1.4730  -4.0069  -1.7182
H  -1.9784  -2.2210  -0.5266
H  -0.3399  -2.2068  -0.0011
H  -2.5484  -0.6317  -4.3281
H  -3.0284  -2.6240  -2.1719
H  -3.1799  -3.1647  -3.8642
H  -5.0075  -2.3658  -5.1842
H  -7.1705  -1.1523  -5.2954
H  -7.8595  0.2960  -3.3814
H  -6.3998  0.5078  -1.3985
H  -4.2515  -0.7229  -1.3235
H  1.3371  -0.8379  0.1872
H  2.6296  -0.4801  -0.8981
H  1.5788  0.8349  -0.4492
H  1.5404  -0.8967  -4.4678
H  2.5265  -3.5113  -3.4731
H  3.3066  -2.8277  -4.9031
H  1.5645  -3.1323  -4.9145
H  3.2649  0.4002  -3.4082
H  4.1010  -0.8193  -4.3289
H  3.9257  -1.0276  -2.5830
O  2.9754  -1.2998  2.1154
C  2.7919  -0.4845  2.9738
O  3.7995  0.1233  3.6365
C  3.2694  0.9646  4.6844
C  1.8390  1.2671  4.2682
C  1.4571  -0.0039  3.5116
H  3.3205  0.4145  5.6258
H  3.8868  1.8551  4.7635
H  1.1926  1.5057  5.1058
H  1.8298  2.1170  3.5833
H  1.0563  -0.7723  4.1745
H  0.7641  0.1883  2.6955
O  1.1532  3.1388  6.8818
C  1.4621  4.2206  6.4776
O  2.4250  4.3945  5.5405
C  2.6575  5.7974  5.3175
C  1.3812  6.4903  5.7781
C  0.9115  5.5677  6.9026
H  3.5284  6.0978  5.9034
H  2.8721  5.9520  4.2632
H  1.5424  7.5218  6.0834
H  0.6481  6.4882  4.9706
H  1.3541  5.8304  7.8643
H  -0.1693  5.5240  6.9974

Computed properties:
electronic energy: -124529.26638 eV
SMILES string: CNC[C@](Br)(O[C@@H](Cl)Cc1ccccc1)[C@](C)(F)OC(C)C.O=C1CCCO1.O=C1CCCO1
Kohn-Sham gap: 9.205 eV